The following is a quantum chemistry calculation of a 2-piece molecular cluster, ClH3NO2P overall in a non-equilibrium geometry, from the OMol25 dataset.

```
! RIJCOSX wB97M-V def2-TZVPD def2/J DEFGRID3
* xyz 0 1
O -0.17781 0.28100 -0.81911
H -1.39545 1.42212 -1.84499
H 0.85621 -1.38671 1.78405
P 0.62835 -0.70206 -0.12031
O 1.46548 -1.72372 -0.73635
N 0.70843 -0.47854 1.51851
H 0.12056 0.28164 1.86734
Cl -2.20578 2.30627 -1.64914
*
```

For the LUMO energy, the calculation gives -0.4 eV. For the highest occupied orbital energy, the calculation gives -11.13 eV. The relative energy (zero: lowest compared OMol25 entry of this formula, charge and spin) is 12.24 kcal/mol. As for the orbital gap: 10.7768 eV. Its SMILES is NP(=O)=O.Cl.

The following is a quantum chemistry calculation of C4H4LiMgO5 as an isolated structure in a non-equilibrium geometry, from the OMol25 dataset.

```
! RIJCOSX wB97M-V def2-TZVPD def2/J DEFGRID3
* xyz 0 2
H 2.98085 -1.34027 0.85233
Mg 1.30226 1.56542 0.22515
H 0.68923 -0.97320 -1.20988
O -0.24784 0.27308 0.82846
C -1.07835 1.12252 0.29685
H 0.73356 -2.02015 0.39626
O 2.79717 0.48398 -0.11942
O -3.35680 1.66412 -0.17556
O -0.59546 2.21707 -0.13395
O -2.88219 -0.45306 0.24740
Li -4.70999 0.23332 -0.05554
C 1.13925 -1.23005 -0.24294
C -2.53387 0.75018 0.10298
H 3.15939 -1.38746 -0.91938
C 2.60278 -0.90551 -0.09275
*
```

For the LUMO energy (alpha / beta), the calculation gives -0.7 / -0.7 eV. For the highest occupied orbital energy (alpha / beta), the calculation gives -6.88 / -8.79 eV. The relative energy (zero: lowest compared OMol25 entry of this formula, charge and spin) is 16.16 kcal/mol. As for the orbital gap (alpha / beta): 6.2080 / 8.1174 eV.

The following is a quantum chemistry calculation of a 2-piece molecular cluster, C7H16O2 overall in a non-equilibrium geometry, from the OMol25 dataset.

```
! RIJCOSX wB97M-V def2-TZVPD def2/J DEFGRID3
* xyz 0 1
O 1.98560 -0.53930 1.32195
C 1.94164 -0.80296 0.11634
C 0.37187 2.44701 0.31814
H 1.32184 -2.64751 -1.03860
H -2.30437 -1.83401 0.85646
C -1.42038 0.61472 0.38295
H -0.48678 0.02167 0.69825
C -0.64799 1.56173 -0.61874
H 0.05972 -1.14910 -0.67361
H -1.85627 1.08618 1.47176
C -2.38012 -0.18660 -0.46912
H -3.28308 0.33139 -0.88746
H -1.50678 2.16748 -1.24225
H 1.26658 1.76490 0.60371
H 0.77681 3.45732 -0.27420
C 0.98374 -1.84493 -0.39418
H -3.97261 -0.84832 0.99652
O 2.65234 -0.07343 -0.91040
C -3.11128 -1.27021 0.30371
H 3.32087 0.47558 -0.30816
H -0.09407 0.90998 -1.31687
H -0.15784 2.61856 1.37951
H -3.60836 -1.86017 -0.66343
H 0.58336 -2.21640 0.48603
H -1.58740 -0.48820 -1.21474
*
```

For the LUMO energy, the calculation gives 0.7 eV. For the highest occupied orbital energy, the calculation gives -10.16 eV. The relative energy (zero: lowest compared OMol25 entry of this formula, charge and spin) is 92.10 kcal/mol. As for the orbital gap: 10.8991 eV. Its SMILES is CC(=O)O.CCCCC.

The following is a quantum chemistry calculation of C36H29N13O4S3W as an isolated structure, from the OMol25 dataset.

```
! RIJCOSX wB97M-V def2-TZVPD def2/J DEFGRID3
* xyz 0 3
C -2.06358 0.29464 4.70164
C 2.67793 -3.76610 -1.61925
C -0.81284 -1.85128 -3.48423
C -1.51608 0.45889 3.44079
H 3.90375 1.94380 -3.60986
C 6.34817 -1.27286 0.16777
C -1.76003 1.16789 5.74665
C 0.65635 2.95829 2.13307
C 0.92150 -2.12514 -1.63315
C 4.83745 -0.79141 2.44748
H -1.42895 -2.75114 -3.42165
C 1.58171 -3.22838 -2.22488
H 7.94512 -3.30680 0.47205
H 4.01044 -3.59960 0.10144
H -5.72090 2.74720 -3.21865
N 2.32130 0.91975 0.41255
N -1.88863 0.03849 -1.73246
C 3.14556 -3.20865 -0.41225
S 3.58881 1.36706 1.40219
C -5.22949 3.84019 -1.43734
C -3.24222 1.93950 -1.06286
N -1.76451 -4.05715 -1.50976
C -0.71346 -5.09352 1.60006
H -1.44541 -1.03655 -3.82650
H -0.28349 1.29851 -2.90587
C 5.49725 -0.19170 0.20616
C 0.75166 1.38666 -2.60458
H -2.76164 3.00776 0.72911
C -0.92991 -2.67929 1.64321
C -0.91707 2.24317 5.53192
H -0.62941 -1.88569 3.50289
C 1.53132 -1.01170 3.19824
H 1.17168 -3.65205 -3.12863
C -0.63356 1.50940 3.22777
N 7.26016 -3.24403 1.20268
S 2.09635 -1.59064 4.57509
C 5.68936 -1.87791 2.40748
O -1.07554 -1.52165 1.08912
H -4.52776 4.71026 0.39289
O 3.04197 1.44741 2.72301
N -0.76737 -0.61808 -1.32094
N 1.03532 1.20969 -1.29589
H -1.77624 -0.22141 2.63648
C -5.06856 2.81092 -2.35796
H -0.64478 -3.61295 3.44738
H 3.17234 -4.62455 -2.05193
H 4.24017 -0.59763 3.32533
H 6.94226 -1.46041 -0.71601
C -4.40006 3.91436 -0.32867
C 6.44898 -2.14133 1.26439
C 1.76561 1.70121 -3.47974
H 5.76293 -2.53352 3.26506
S 0.63283 3.70372 3.70037
C -1.37703 -3.94880 -0.42951
O 4.16377 2.53766 0.80198
N 1.06078 -0.65196 2.17852
N 0.04124 1.80917 2.03199
H 1.56226 1.88576 -4.52123
O -1.41402 1.05933 0.21151
N 3.36369 1.48688 -1.68618
C 2.47093 -2.14975 0.13138
H 2.00757 4.21871 1.30982
H 7.46238 -3.74773 2.04664
C 4.72793 0.04232 1.34084
N 1.20948 3.63614 1.10214
C -0.37589 2.40334 4.26492
C -0.23086 -1.52739 -2.15076
C -4.08006 1.86150 -2.17460
N -0.80768 -2.73316 2.98718
H -0.69023 2.94288 6.32401
H -0.01780 -2.01970 -4.21121
C -2.17778 0.94650 -0.86605
H -6.00468 4.57994 -1.58393
H -2.74509 -0.52765 4.87177
N 1.37654 -1.59766 -0.44490
H 1.30544 3.12196 0.24322
C -3.40841 2.96474 -0.13685
C 3.06264 1.73229 -2.95978
H -2.19636 1.01541 6.72345
W 0.26729 0.06032 0.42268
H -3.95268 1.04999 -2.87649
C 2.31899 1.24749 -0.90076
H 2.79833 -1.71188 1.06033
H 5.41976 0.47562 -0.64145
C -0.94992 -3.87812 0.91230
N -0.47466 -6.06066 2.18005
*
```

For the LUMO energy (alpha / beta), the calculation gives -0.6 / -1.6 eV. For the highest occupied orbital energy (alpha / beta), the calculation gives -6.13 / -7.85 eV. The relative energy (zero: lowest compared OMol25 entry of this formula, charge and spin) is 21.54 kcal/mol. As for the orbital gap (alpha / beta): 5.5433 / 6.2635 eV.